Record 1
C34H47NO2SeW | the ωB97M-V functional and the def2-TZVPD basis

Geometry as XYZ:
```
86
Properties=species:S:1:pos:R:3:forces:R:3
W -0.881662 -0.724924 -1.616242 -3.4 -0.9 -1.5
Se -1.137062 -1.378024 0.898758 0.3 0.4 0.1
O 0.685838 -1.417524 -1.294142 1.8 -0.7 -0.6
O -2.239962 0.372576 -1.121742 -1.1 0.6 -0.3
N -2.849962 -1.475124 -2.888342 0.3 -0.4 0.2
C 2.729038 -2.333024 -0.370842 -0.7 0.4 -0.5
C 2.754638 -2.638424 2.066358 0.1 -0.1 -0.3
C 4.825038 -3.751924 3.035058 -0.2 0.1 0.0
C -0.698562 2.881376 -1.830642 0.0 -0.2 0.0
C 1.460438 -2.110724 2.149358 -0.3 0.2 -0.1
C -3.157762 2.813976 -2.399442 0.1 -0.1 0.0
C 3.336238 -2.749024 0.810958 -0.2 0.1 0.3
C 0.822938 -1.687424 1.003258 -0.2 0.0 -0.4
C -2.595162 -0.855824 -4.174742 0.2 0.0 -0.2
C -2.423262 3.154676 1.203658 0.0 -0.3 0.0
C 3.435738 -2.513524 -1.707042 0.1 -0.1 -0.2
C -2.122562 3.245276 -1.353442 0.0 0.0 -0.1
C -2.168162 4.765076 -1.178142 0.0 -0.2 0.0
C 3.458538 -3.123024 3.319058 0.1 0.0 0.3
C -0.998762 0.251376 -5.602842 0.4 0.1 0.1
C -1.828062 1.159476 2.382958 0.2 -0.1 0.0
C 2.769038 -1.733824 -2.852742 0.0 0.0 0.0
C 3.414038 -4.010024 -2.055642 0.0 0.2 0.0
C -2.279962 2.483376 2.416058 0.1 -0.1 -0.1
C -3.089462 4.581776 3.571358 0.1 -0.2 0.0
C 4.891738 -2.044524 -1.584442 -0.2 0.0 0.0
C 2.577138 -4.173324 4.009458 0.1 0.1 -0.1
C 1.443738 -1.797124 -0.261942 1.4 -0.7 2.5
C -2.539562 3.163176 3.748258 0.0 0.1 0.2
C -2.132762 1.131676 -0.023742 0.4 1.2 2.3
C -3.578862 2.327976 4.516058 0.1 0.1 -0.1
C -2.306262 2.522376 -0.025142 0.1 -0.6 -0.5
C 3.689838 -1.928524 4.251058 0.0 -0.1 -0.1
C -1.319162 -0.337324 -4.388642 -0.3 -0.3 0.5
C -1.955262 0.287276 -6.610842 0.1 0.0 0.2
C -3.552462 -0.801024 -5.178242 0.2 0.1 0.2
C -1.720862 0.510476 1.169258 -0.1 -0.3 -0.5
C -1.227562 3.255476 4.541858 -0.2 0.0 -0.1
C -3.221862 -0.234024 -6.400142 0.0 0.0 0.2
H 1.656838 -3.746624 4.394358 -0.2 0.1 0.1
H 2.394538 -4.383924 -2.138042 -0.1 0.0 0.0
H -3.083962 3.455176 -3.274942 0.0 0.1 -0.1
H -0.513962 3.887676 4.015558 0.1 0.0 0.0
H -0.782962 2.276076 4.703258 0.1 -0.1 0.1
H -4.476762 2.200976 3.912358 -0.1 0.0 0.0
H 3.931938 -4.590824 -1.298842 0.1 -0.1 0.1
H -1.405962 5.102876 -0.481742 0.1 0.1 0.1
H -1.429262 3.703476 5.512058 0.0 0.0 0.1
H -3.968262 4.592276 2.931458 -0.1 0.1 -0.1
H -1.556162 0.647076 3.292658 0.0 0.0 0.1
H 3.916838 -4.161724 -3.006542 0.1 -0.1 -0.1
H 3.434738 -1.730524 -3.711642 0.1 0.0 -0.1
H 2.318538 -4.969424 3.316458 0.0 -0.2 -0.1
H 3.119538 -4.608424 4.842758 0.0 -0.1 0.1
H -2.990362 1.783976 -2.723542 -0.1 0.2 0.0
H -0.014062 0.660876 -5.775542 0.0 0.0 0.0
H -3.139562 5.094376 -0.822742 -0.2 0.1 0.0
H -2.638462 4.208376 1.212658 0.0 0.1 0.0
H 0.953238 -2.050624 3.100158 0.0 0.0 0.1
H -3.379862 4.973476 4.541158 0.0 0.0 0.1
H 5.379438 -2.135924 -2.550842 0.1 0.0 -0.1
H -3.770862 -1.189824 -2.532042 0.5 0.0 0.1
H 4.313038 -3.191724 0.747058 0.1 -0.1 -0.1
H -3.954762 -0.209524 -7.189542 -0.1 0.0 -0.1
H 4.351438 -1.207324 3.781158 0.1 0.2 -0.1
H 0.033638 3.243076 -1.110742 0.1 -0.1 0.0
H -2.895562 -2.496024 -3.006342 0.0 0.4 0.1
H 2.766738 -1.425824 4.519558 -0.2 0.1 0.1
H -0.540862 1.774276 -1.948042 -0.1 0.8 0.0
H 5.498638 -3.048724 2.549958 0.1 0.0 -0.1
H -1.704462 0.714276 -7.569642 0.1 0.1 0.0
H 5.449238 -2.652924 -0.879442 0.1 0.0 0.1
H -1.980662 5.252376 -2.130642 0.0 0.0 -0.1
H 4.163638 -2.272324 5.164758 0.0 0.0 0.2
H -0.498262 3.347376 -2.791342 0.1 0.0 -0.2
H 4.940738 -1.007924 -1.258942 0.1 0.1 0.0
H -4.164762 2.896276 -1.999242 -0.1 0.0 0.0
H -2.333862 5.252776 3.169658 0.0 0.1 -0.1
H -3.848462 2.836876 5.437558 0.0 0.0 0.1
H -3.196062 1.345476 4.780358 0.0 -0.1 0.0
H -4.537862 -1.212924 -5.011342 -0.1 0.0 0.0
H 4.737238 -4.655824 2.438858 0.1 -0.1 -0.1
H -0.520262 -0.463424 -3.566642 -0.2 0.3 -1.6
H 5.281038 -4.022624 3.982658 0.0 -0.1 0.1
H 1.833438 -2.213224 -3.167342 0.2 0.1 0.0
H 2.582838 -0.690424 -2.574442 0.1 -0.1 -0.1
```
Forces are in eV/Å.

Calculated values
* HOMO level (spin up / spin down): -0.5151 / -0.5159 hartree
* 2S+1: 3
* orbital gap (spin up / spin down): 6.830 / 6.474 eV
* ΔE to the lowest compared entry with this formula, charge and spin: 40.7 kcal/mol
* ⟨S²⟩: 2.02
* total charge: +2

***

Record 2
C34H47O27 | the ωB97M-V functional and the def2-TZVPD basis

Geometry as XYZ:
```
108
Properties=species:S:1:pos:R:3:forces:R:3
O 2.263302 -0.057537 4.354157 0.2 -0.1 0.0
O -0.026088 -0.064476 3.241304 0.0 -0.1 0.0
O 1.716277 -1.035742 6.308230 0.0 -0.1 0.0
O -1.602718 0.727263 -3.854033 0.1 0.0 0.0
O 2.729194 1.382667 -6.508611 0.1 0.1 -0.1
O 1.088883 7.156994 -8.281235 -0.1 0.0 0.1
O -7.381200 -5.173033 3.032063 0.0 0.0 0.0
O -1.915106 0.775192 -6.085362 0.0 0.0 0.0
O 1.546524 4.019276 1.179713 -0.1 0.0 0.0
O -1.506527 -6.727308 5.355725 -0.1 -0.1 0.0
O 0.120530 -5.371465 6.101829 0.0 0.0 0.0
O 4.018577 3.050596 -5.699597 0.1 0.0 0.0
O 3.198224 -0.815659 1.055416 0.1 -0.2 0.3
O -5.341211 -5.576126 3.891680 0.0 -0.1 0.0
O -1.267430 -0.741978 3.445672 -0.1 -0.1 -0.2
O 0.122505 5.517850 -9.496030 0.0 0.0 0.0
O -3.494266 -1.254137 5.549533 0.0 -0.1 0.1
O -4.776684 -2.013764 3.858007 0.0 0.0 0.0
O 0.709007 2.233261 0.082583 -0.1 0.0 -0.2
O 1.750510 5.058627 -8.012612 0.0 -0.1 0.0
O -1.496465 -5.992342 7.486964 0.0 -0.1 0.0
O 2.209762 1.982045 1.737705 -0.2 -0.2 -0.1
O -0.109564 1.735130 -5.148529 0.0 0.1 0.0
O 4.429668 -0.103183 2.815636 0.0 0.1 0.0
O 3.672411 2.826995 -7.904046 0.2 0.0 -0.1
O -5.775780 -6.151919 1.792802 0.0 0.0 0.0
O -5.089885 0.044906 4.632613 0.0 0.0 0.0
C 3.523803 2.464601 -6.612866 -0.1 0.1 -0.1
C -0.504849 -5.336902 8.291647 0.0 0.0 0.0
C 2.526147 2.379787 -10.004324 0.0 0.2 0.1
C 1.421476 2.686504 0.922869 0.1 0.1 0.1
C 0.904880 5.875769 -8.675584 0.1 0.1 0.0
C 2.287133 4.162119 2.410398 0.0 0.0 0.0
C 3.104067 1.798196 -8.741429 -0.1 0.0 0.0
C -6.272272 -5.597376 2.920624 0.0 0.0 0.0
C 0.266122 -4.527384 7.267105 0.0 0.1 0.1
C -1.007107 -6.090820 6.230658 0.1 0.1 -0.1
C 0.250886 2.088695 -3.786171 0.1 -0.1 0.1
C 2.711052 5.864409 -7.318718 0.0 0.0 0.1
C 1.941915 7.155146 -7.115201 0.1 0.0 0.0
C 2.516516 -0.503553 5.590162 -0.1 0.1 0.2
C 2.769595 8.410250 -7.056126 0.0 0.1 -0.2
C -5.848789 -0.050974 3.423379 0.0 0.0 0.0
C -6.002666 -1.550144 3.257748 0.0 0.0 -0.1
C 0.871894 -0.927039 2.538764 -0.1 0.1 0.0
C 1.716421 -4.280473 7.567716 0.2 -0.1 -0.1
C -0.460622 1.000179 -3.015885 0.0 0.0 0.2
C 2.261675 -0.995967 3.243993 -0.3 0.3 -0.2
C 2.610942 -3.479828 4.095704 0.0 -0.2 0.1
C 3.085722 2.873151 2.423800 0.1 0.0 0.1
C -4.364830 -1.093299 4.758021 0.1 0.0 -0.1
C -3.836947 -7.489059 1.188928 -0.1 -0.1 0.0
C 2.101997 1.181173 -7.785969 -0.1 -0.1 0.0
C 3.091934 5.434367 2.405781 0.0 0.0 -0.2
C 1.743179 2.150069 -3.628139 0.0 0.0 0.0
C 2.504396 -2.352311 3.706355 -0.1 -0.1 0.1
C 3.435122 -0.586612 2.251586 0.2 0.1 -0.3
C -4.230527 -6.381176 3.461011 0.1 0.0 0.0
C -6.135085 -2.050997 1.846304 0.3 -0.1 -0.1
C -4.346185 -6.298089 1.953581 0.1 0.0 0.0
C -1.272279 1.052603 -5.119179 0.0 0.0 0.0
H 1.023207 -0.573413 1.522119 0.0 0.1 0.0
H 3.646255 5.526357 3.340279 0.0 0.0 0.0
H 1.146287 1.708830 -7.782782 0.0 0.0 0.0
H 3.395112 8.497873 -7.945147 0.0 0.0 0.0
H -5.298709 -1.716340 1.230768 0.0 0.1 0.0
H 2.441792 6.302627 2.300238 0.0 0.0 0.0
H -7.065931 -1.696079 1.403709 0.0 0.0 0.0
H 1.292353 7.075755 -6.239217 0.0 0.0 0.0
H 4.014724 2.948088 1.853965 0.0 0.0 0.0
H 2.002229 2.406700 -2.600494 -0.1 0.0 0.0
H -5.268326 0.390986 2.609968 0.0 0.0 0.0
H 1.935203 0.119799 -7.946785 0.0 0.0 0.1
H 1.745727 3.104236 -9.773168 0.0 0.0 0.0
H -6.828172 -1.920290 3.872690 0.0 0.0 0.0
H 3.540502 -0.277904 5.919050 0.0 0.1 0.0
H 2.129519 9.289909 -7.004397 0.0 0.0 0.0
H 3.300113 2.885423 -10.581448 0.0 0.0 0.0
H 3.408138 8.392427 -6.172825 0.0 0.0 0.0
H -3.883713 -5.376683 1.589542 0.0 0.0 0.0
H 2.244123 -5.219115 7.749805 -0.1 0.0 0.0
H -1.089992 -1.306218 4.212662 0.0 0.2 0.2
H 0.121702 -6.102313 8.757024 0.0 0.0 0.0
H 1.558374 4.164997 3.226397 0.0 0.0 0.0
H 2.188259 -3.778140 6.725554 0.0 0.1 0.1
H 2.163762 2.896996 -4.293940 0.0 0.1 0.1
H 3.300720 2.475974 3.411442 -0.1 -0.1 0.0
H 3.013364 5.368068 -6.400432 -0.1 -0.1 0.0
H -2.759650 -7.581314 1.325780 0.0 0.0 0.0
H -0.205261 3.060053 -3.574781 0.0 0.0 0.0
H 2.653815 -4.471085 4.471677 0.1 -0.1 -0.1
H -0.989651 -4.738544 9.057598 -0.1 0.0 -0.1
H 3.797370 5.435446 1.573980 0.0 0.0 0.0
H -4.319585 -8.402754 1.538060 0.0 0.0 0.0
H -4.044777 -7.379982 0.125302 0.0 0.0 0.0
H -6.147053 -3.138697 1.836552 -0.1 0.0 0.0
H -0.778630 1.305561 -2.023719 -0.1 0.0 0.0
H 3.582332 5.999256 -7.963794 0.0 0.0 0.0
H -0.247508 -3.587173 7.051588 0.0 0.0 0.0
H 0.140266 0.091816 -2.944102 0.0 0.0 0.0
H -4.380518 -7.397509 3.831884 0.0 0.0 0.0
H -3.296345 -5.990224 3.851092 -0.1 0.1 0.1
H 2.198057 1.192039 -3.875547 0.0 0.0 0.0
H 1.817575 -3.638193 8.442331 0.0 0.0 0.0
H -6.790204 0.479815 3.538896 0.0 0.0 0.1
H 0.426294 -1.917670 2.509044 0.0 0.0 -0.1
H 3.907017 1.090186 -8.967603 0.0 0.0 0.0
H 2.102662 1.583276 -10.616938 0.0 0.0 0.0
```
Forces are in eV/Å.

Calculated values
* HOMO level: -0.1961 hartree
* orbital gap: 7.326 eV
* ΔE to the lowest compared entry with this formula, charge and spin: 0.0 kcal/mol
* total charge: -1

***

Record 3
C34H48BrKN6O3S4Si2Te | the ωB97M-V functional and the def2-TZVPD basis

Geometry as XYZ:
```
100
Properties=species:S:1:pos:R:3:forces:R:3
Te 2.510010 -1.152514 -1.091828 0.0 0.0 0.0
Br 7.469071 0.800755 3.751158 0.0 0.0 0.0
K -0.561784 -0.937423 0.755800 0.1 -0.1 0.0
S -1.025804 1.881090 2.179736 0.0 0.0 0.0
S -3.851910 -0.491836 0.128571 0.0 0.0 0.0
S -3.019228 -2.917081 2.485546 0.0 0.0 0.0
S -5.620454 -0.483650 3.574225 0.0 0.0 0.0
Si 3.744137 -4.242243 -0.841581 -0.1 0.0 -0.1
Si 3.228368 0.232221 -4.007094 -0.1 0.1 0.0
O -2.075772 -4.066857 -3.039625 0.0 0.0 0.0
O 3.034431 -2.361900 3.541277 0.1 0.0 -0.1
O 1.776216 -1.541179 1.866316 0.0 0.1 -0.1
N -2.641466 3.813430 1.196637 0.0 0.0 0.0
N -1.355426 -2.740604 -1.175450 0.0 0.0 0.0
N 4.016422 1.970206 1.851829 0.0 0.0 0.0
N -1.149624 1.590117 -0.791539 0.0 0.0 0.0
N -2.871695 4.073751 2.505406 0.0 0.0 0.0
N -1.691263 2.642292 -0.430933 0.0 0.0 0.0
C 5.238796 1.911518 2.369072 0.0 0.0 0.0
C -0.989478 1.497376 -2.212746 0.0 0.0 0.0
C -3.653244 5.126573 2.889376 0.0 0.0 0.0
C 4.895890 -0.322152 3.170539 0.0 0.0 0.0
C 2.808901 0.286310 -5.841781 0.0 0.0 0.0
C -4.635676 0.708355 1.232101 0.0 0.0 0.0
C -4.307897 5.947783 1.960139 0.0 0.0 0.0
C 4.942976 -3.671782 0.472816 0.0 0.1 0.0
C 5.702596 0.788949 3.031897 0.0 0.0 0.0
C 5.097479 0.190505 -3.818217 0.0 0.0 0.0
C 2.497129 -1.302172 -3.238218 0.0 0.0 0.0
C -5.100412 6.993751 2.401283 0.0 0.0 0.0
C -4.773699 -2.025298 0.447537 0.0 0.0 0.0
C -1.832867 2.818140 0.985291 0.0 0.0 0.0
C 3.332740 -6.058691 -0.558506 0.0 0.0 0.0
C 2.173081 -3.242317 -0.772089 0.1 0.0 0.0
C -0.642771 2.456636 -4.385017 -0.1 0.0 0.0
C -4.377091 0.554419 2.726621 0.0 0.0 0.0
C -5.267511 7.258200 3.755530 0.0 0.0 0.0
C -0.757436 0.068237 -4.125546 0.0 0.0 0.0
C 3.236087 0.894464 1.969865 0.0 0.0 0.0
C -4.616838 6.442906 4.675779 0.0 0.0 0.0
C -3.821775 5.392817 4.257384 0.0 0.0 0.0
C -0.931240 0.220582 -2.756218 0.0 0.0 0.0
C 2.542953 1.768303 -3.187293 0.0 -0.1 0.0
C -4.349421 -3.009417 3.716221 0.0 0.0 0.0
C -0.841106 2.619531 -3.023722 -0.1 0.0 0.0
C 2.726244 -1.514132 2.692394 -0.1 -0.1 0.1
C 4.573639 -4.099873 -2.527043 0.1 0.0 0.0
C 3.628343 -0.277176 2.611579 0.0 0.0 0.0
C -0.607045 1.181649 -4.940568 -0.1 0.1 0.0
C -4.629569 -1.709385 4.463464 0.0 0.0 0.0
C -1.711575 -3.396766 -2.098530 0.0 0.0 0.0
C -3.884823 -3.166996 0.922088 0.0 0.0 0.0
H -2.333906 3.518745 3.171124 0.0 0.0 0.0
H 5.369077 0.122041 -2.762303 0.0 0.0 0.0
H 1.726062 0.336123 -5.978440 0.1 0.0 0.0
H 5.554776 1.094390 -4.229432 0.0 0.0 0.0
H -4.408157 1.538309 3.195286 0.0 0.0 0.0
H -1.048459 -0.655253 -2.125334 0.0 0.0 0.0
H -3.698895 -1.240454 4.785455 0.0 0.0 0.0
H 4.487517 -3.707342 1.465814 0.0 0.0 0.0
H 5.245686 -2.637673 0.288594 0.0 0.0 0.0
H 1.387411 -3.545364 -1.465271 0.0 0.0 0.0
H 1.449169 1.765477 -3.214107 0.3 0.0 0.0
H 2.628091 -6.423603 -1.309786 0.0 0.0 0.0
H 5.477649 -4.714931 -2.555205 0.0 0.0 0.0
H -5.889761 8.079482 4.087285 0.0 0.0 0.0
H 5.527178 -0.671977 -4.334301 0.0 0.0 0.0
H -4.055654 -3.772699 4.441372 0.0 0.0 0.0
H -0.457410 1.058851 -6.006957 0.0 0.0 0.0
H -4.462709 -4.093131 0.983846 0.0 0.0 0.0
H 3.252333 1.160778 -6.325930 0.0 0.0 0.0
H 3.077352 -2.184118 -3.516884 -0.1 0.1 0.0
H 1.463820 -1.453274 -3.553946 0.0 0.0 0.0
H 2.848264 1.834934 -2.139742 0.0 0.0 0.0
H -5.254472 -3.361148 3.218155 0.0 0.0 0.0
H -5.203077 -1.935586 5.366104 0.0 0.0 0.0
H -5.707372 0.752790 1.022942 0.0 0.0 0.0
H -5.598372 7.617315 1.667220 0.0 0.0 0.0
H -4.176315 5.742990 0.907810 0.0 0.0 0.0
H 2.890568 2.673455 -3.692816 0.0 0.0 0.0
H -3.318658 4.762765 4.981836 0.0 0.0 0.0
H 4.230750 -6.681385 -0.600892 0.0 0.0 0.0
H -5.242210 -2.330522 -0.490841 0.0 0.0 0.0
H 2.241871 0.965171 1.543470 0.0 0.0 0.0
H -3.387526 0.138348 2.902233 0.0 0.0 0.0
H 5.207687 -1.219466 3.687989 0.0 0.0 0.0
H 2.873554 -6.193550 0.423368 0.0 0.0 0.0
H -0.741539 -0.929823 -4.546817 0.0 0.0 0.0
H -3.073954 -3.321300 0.204254 0.0 0.0 0.0
H 3.173881 -0.607347 -6.354340 0.0 0.0 0.0
H 5.870203 2.786167 2.256872 0.0 0.0 0.0
H -5.561728 -1.805236 1.166615 0.0 0.0 0.0
H 1.757930 -3.283482 0.236924 0.0 0.0 0.0
H 5.842930 -4.293908 0.479392 0.0 0.0 0.0
H 4.864971 -3.065915 -2.728581 0.0 0.0 0.0
H -0.871047 3.600612 -2.569964 0.0 0.0 0.0
H -4.209393 1.659155 0.905214 0.0 0.0 0.0
H 3.914051 -4.433610 -3.332292 0.0 0.0 0.0
H -0.511760 3.327276 -5.016877 0.0 0.0 0.0
H -4.730003 6.627460 5.737945 0.0 0.0 0.0
```
Forces are in eV/Å.

Calculated values
* HOMO level: -0.0970 hartree
* orbital gap: 6.284 eV
* ΔE to the lowest compared entry with this formula, charge and spin: 0.0 kcal/mol
* total charge: -2